160
Properties=species:S:1:pos:R:3 method="wB97M-V/def2-TZVPD" total_charge=0 smiles="COC[C@H](C)N.COC[C@H](C)N.COC[C@H](C)N.COC[C@H](C)N.COC[C@H](C)N.COC[C@H](C)N.COC[C@H](C)N.COC[C@H](C)N.COC(=O)OC.COC(=O)OC" homo_lumo_gap_ha=0.33336 homo_energy_ev=-8.545 total_energy_ev=-81607.7159 spin_multiplicity=1
C 3.562 -2.636 -3.853
O 3.340 -1.251 -4.151
C 2.289 -0.792 -3.362
C 1.807 0.545 -3.838
C 1.189 0.379 -5.218
N 2.977 1.470 -3.870
H 2.630 -3.149 -3.982
H 4.023 -2.771 -2.889
H 4.288 -3.014 -4.520
H 1.441 -1.538 -3.296
H 2.684 -0.643 -2.301
H 1.048 0.948 -3.147
H 0.496 -0.450 -5.191
H 1.969 0.194 -5.950
H 0.676 1.245 -5.601
H 3.882 0.954 -3.656
H 3.152 1.775 -4.837
C -7.775 -0.069 4.100
O -7.700 0.015 2.651
C -6.703 -0.717 2.029
C -6.815 -0.604 0.530
C -5.999 -1.667 -0.062
N -6.449 0.707 0.062
H -6.910 0.381 4.651
H -7.978 -1.011 4.569
H -8.625 0.556 4.333
H -5.691 -0.304 2.324
H -6.662 -1.741 2.384
H -7.830 -0.802 0.309
H -5.120 -2.041 0.487
H -5.641 -1.415 -1.044
H -6.670 -2.471 -0.137
H -7.150 1.396 0.399
H -5.550 0.885 0.440
C 5.749 -0.718 -1.480
O 5.540 0.610 -2.018
C 5.589 1.627 -1.100
C 5.768 2.949 -1.842
C 7.215 3.116 -2.364
N 5.477 4.083 -1.042
H 4.815 -1.074 -1.057
H 6.522 -0.794 -0.679
H 6.101 -1.319 -2.311
H 4.656 1.716 -0.556
H 6.379 1.555 -0.353
H 5.072 2.928 -2.704
H 7.668 2.208 -2.716
H 7.873 3.574 -1.682
H 7.122 3.836 -3.211
H 6.049 4.811 -1.348
H 4.517 4.240 -1.080
C -3.531 1.928 4.469
O -3.907 3.046 3.668
C -3.897 2.731 2.256
C -2.797 3.482 1.507
C -2.851 3.099 0.004
N -1.437 3.303 2.010
H -4.424 1.237 4.359
H -3.343 2.185 5.516
H -2.667 1.411 4.101
H -3.797 1.658 2.152
H -4.833 3.094 1.711
H -3.003 4.554 1.633
H -1.907 3.413 -0.450
H -3.627 3.663 -0.430
H -3.008 2.018 -0.078
H -1.391 3.584 3.002
H -1.236 2.328 1.946
C -0.536 -3.153 -5.855
O -1.135 -3.304 -4.530
C -0.636 -4.231 -3.634
C -1.587 -5.400 -3.204
C -2.941 -4.938 -2.548
N -0.800 -6.323 -2.442
H -0.861 -2.221 -6.311
H -0.849 -4.082 -6.463
H 0.532 -3.148 -5.762
H 0.236 -4.761 -4.019
H -0.362 -3.773 -2.676
H -1.936 -5.951 -4.088
H -2.815 -4.403 -1.600
H -3.510 -5.893 -2.380
H -3.471 -4.350 -3.261
H -0.448 -6.040 -1.528
H -1.236 -7.223 -2.219
C 0.330 7.950 -0.666
O 0.679 7.013 -1.716
C 1.096 5.764 -1.217
C 1.288 4.800 -2.363
C 0.040 4.440 -3.144
N 2.006 3.652 -1.849
H -0.003 8.886 -1.132
H 1.243 8.145 -0.141
H -0.538 7.568 -0.126
H 2.099 5.861 -0.779
H 0.464 5.352 -0.403
H 2.004 5.230 -3.053
H 0.236 3.655 -3.885
H -0.382 5.223 -3.762
H -0.713 4.001 -2.458
H 1.551 3.137 -1.085
H 2.475 3.015 -2.479
C 2.444 -3.382 5.438
O 1.887 -2.159 4.913
C 0.502 -2.316 4.945
C -0.121 -1.342 3.999
C 0.247 0.112 4.437
N -1.550 -1.537 4.165
H 2.080 -4.188 4.855
H 2.259 -3.458 6.482
H 3.491 -3.264 5.270
H 0.203 -3.350 4.699
H 0.011 -2.027 5.887
H 0.265 -1.551 2.990
H 1.329 0.245 4.287
H -0.053 0.403 5.446
H -0.291 0.804 3.736
H -2.137 -0.966 3.587
H -1.800 -2.520 4.038
C 1.239 -3.461 0.278
O 0.121 -4.348 0.448
C -1.055 -3.669 0.810
C -1.955 -4.578 1.582
C -3.254 -3.800 1.830
N -1.290 -5.025 2.782
H 2.122 -4.097 0.234
H 1.314 -2.798 1.119
H 1.015 -2.847 -0.642
H -0.842 -2.753 1.469
H -1.583 -3.335 -0.032
H -2.228 -5.452 0.981
H -3.033 -2.725 2.000
H -3.845 -4.167 2.644
H -3.846 -3.907 0.956
H -0.454 -5.555 2.447
H -1.852 -5.660 3.372
C 4.608 -0.324 3.357
O 3.954 0.635 2.506
C 4.180 1.913 2.790
O 5.000 2.368 3.519
O 3.340 2.586 2.002
C 3.390 4.063 2.015
H 4.501 -1.300 2.961
H 4.166 -0.205 4.378
H 5.683 -0.040 3.429
H 4.341 4.478 2.349
H 2.580 4.358 2.670
H 3.168 4.300 1.011
C 1.389 0.392 0.378
O 0.774 -0.037 -0.817
C -0.601 -0.122 -0.764
O -1.272 0.126 0.192
O -0.991 -0.606 -1.925
C -2.389 -0.619 -2.194
H 0.962 1.354 0.775
H 2.397 0.643 0.089
H 1.442 -0.403 1.074
H -2.915 -1.045 -1.303
H -2.561 -1.210 -3.072
H -2.646 0.433 -2.293